This record from OMol25 describes 2 unconnected molecules or ions with the total composition C26H29Br2NO4. The level of theory is the ωB97M-V functional and the def2-TZVPD basis.

The HOMO energy comes out at -7.9 eV. For the HOMO-LUMO gap, the calculation gives 0.2380 hartree. Its SMILES is COc1ccc(C=C2C=C(Br)C(=O)C(Br)=C2)cc1.COC(=O)[C@H]1CCCN1C1=CCCCC1. The strongest force on any atom is 2.58 eV Å⁻¹. As for the total energy: -6511.82000 a.u.

Structure (ORCA input):
```
! wB97M-V def2-TZVPD RIJCOSX def2/J DEFGRID3
* xyz 0 1
C -7.262 0.159 -3.581
O -6.033 0.654 -3.000
C -4.925 -0.111 -3.162
C -4.927 -1.325 -3.893
C -3.773 -2.081 -3.954
C -2.567 -1.655 -3.327
C -1.378 -2.443 -3.340
C -1.337 -3.836 -3.195
C -0.100 -4.559 -3.372
C 0.016 -5.890 -3.105
Br 1.645 -6.812 -3.294
C -1.150 -6.693 -2.617
O -1.068 -7.896 -2.356
C -2.415 -5.925 -2.454
Br -3.898 -6.858 -1.760
C -2.478 -4.595 -2.753
C -2.583 -0.397 -2.654
C -3.731 0.348 -2.547
H -8.008 0.894 -3.288
H -7.186 0.103 -4.676
H -7.519 -0.831 -3.182
H -5.843 -1.674 -4.379
H -3.804 -3.022 -4.503
H -0.424 -1.918 -3.422
H 0.772 -4.003 -3.711
H -3.428 -4.088 -2.618
H -1.660 -0.061 -2.178
H -3.758 1.290 -2.000
C 0.361 1.618 -1.016
O 1.703 1.615 -0.506
C 1.794 2.350 0.619
O 0.826 2.912 1.104
C 3.205 2.433 1.149
C 4.037 3.439 0.326
C 4.833 4.263 1.334
C 4.447 3.735 2.725
N 3.261 2.911 2.509
C 2.714 2.171 3.558
C 1.385 2.190 3.867
C 0.762 1.446 4.993
C 1.762 0.817 5.974
C 2.972 0.263 5.234
C 3.678 1.343 4.417
H 0.418 1.064 -1.950
H -0.312 1.122 -0.307
H 0.017 2.645 -1.176
H 3.649 1.422 1.063
H 4.674 2.871 -0.359
H 3.381 4.096 -0.262
H 5.911 4.154 1.175
H 4.570 5.324 1.256
H 5.280 3.133 3.131
H 4.256 4.551 3.439
H 0.702 2.802 3.282
H 0.077 2.108 5.537
H 0.131 0.644 4.579
H 2.087 1.580 6.689
H 1.272 0.022 6.546
H 3.676 -0.178 5.945
H 2.639 -0.533 4.560
H 4.444 0.878 3.776
H 4.212 2.015 5.111
*
```